Entry 1:
ORCA calculation (ωB97M-V with the def2-TZVPD basis set) on a structure of composition C29H32AsN3O3SZr.

Last column: natural (NBO) charge in e.
Cartesian coordinates (Å):
1 Zr -0.08 -1.33 0.41  1.778
2 C -0.70 -2.15 4.07  -0.650
3 C 0.41 -2.04 3.08  0.007
4 C 1.11 -0.84 2.91  -0.223
5 C 2.18 -0.75 2.01  -0.197
6 C 2.56 -1.85 1.25  -0.200
7 C 1.84 -3.04 1.37  -0.218
8 C 0.77 -3.13 2.27  -0.175
9 H -1.44 -2.88 3.76  0.247
10 H -1.19 -1.19 4.22  0.244
11 H -0.29 -2.47 5.03  0.263
12 H 0.81 0.03 3.47  0.268
13 H 2.72 0.18 1.90  0.261
14 H 3.36 -1.77 0.53  0.273
15 H 2.07 -3.88 0.73  0.265
16 H 0.18 -4.04 2.32  0.254
17 S 1.35 -0.86 -1.62  -0.262
18 C 2.32 0.63 -1.59  -0.192
19 C 3.46 0.71 -2.37  -0.213
20 C 4.23 1.86 -2.36  -0.162
21 C 3.86 2.95 -1.57  -0.197
22 C 2.72 2.88 -0.79  -0.207
23 C 1.95 1.72 -0.80  -0.300
24 As 0.32 1.50 0.20  0.957
25 C -1.09 2.07 -0.98  -0.382
26 C -2.37 2.31 -0.47  -0.260
27 C -3.40 2.63 -1.33  -0.159
28 C -3.18 2.70 -2.70  -0.199
29 C -1.91 2.46 -3.21  -0.197
30 C -0.86 2.16 -2.35  -0.214
31 C 0.38 2.87 1.58  -0.269
32 C -0.45 3.99 1.47  -0.168
33 C -0.38 5.00 2.43  -0.207
34 C 0.52 4.90 3.48  -0.173
35 C 1.36 3.80 3.57  -0.184
36 C 1.29 2.79 2.63  -0.258
37 H 3.75 -0.14 -2.99  0.234
38 H 5.12 1.92 -2.97  0.239
39 H 4.47 3.84 -1.57  0.241
40 H 2.42 3.72 -0.18  0.233
41 H -2.54 2.26 0.60  0.237
42 H -4.39 2.84 -0.94  0.229
43 H -3.99 2.95 -3.37  0.240
44 H -1.72 2.53 -4.27  0.238
45 H 0.14 1.99 -2.75  0.236
46 H -1.14 4.09 0.65  0.218
47 H -1.02 5.86 2.34  0.237
48 H 0.57 5.69 4.22  0.239
49 H 2.07 3.73 4.38  0.233
50 H 1.98 1.97 2.71  0.197
51 N -2.07 -0.95 -1.07  -0.840
52 C -3.25 -1.06 -0.16  -0.302
53 C -2.41 -1.35 1.06  0.753
54 O -1.96 -2.51 1.20  -0.640
55 O -1.71 -0.36 1.49  -0.725
56 H -1.99 -0.02 -1.48  0.438
57 H -2.11 -1.62 -1.84  0.414
58 H -3.90 -1.88 -0.44  0.243
59 H -3.79 -0.11 -0.11  0.247
60 C -1.01 -5.96 -2.83  -0.439
61 N -0.73 -5.09 -1.70  -0.561
62 C -0.39 -3.81 -1.79  0.829
63 N -0.36 -3.21 -3.00  -0.812
64 O -0.13 -3.15 -0.73  -0.783
65 H -1.28 -6.94 -2.46  0.251
66 H -0.12 -6.07 -3.46  0.219
67 H -1.84 -5.58 -3.43  0.215
68 H -0.82 -5.45 -0.76  0.428
69 H -0.45 -3.76 -3.84  0.423
70 H 0.14 -2.33 -3.06  0.442

## Properties
**HOMO level**: -13.471 eV
**Kohn-Sham gap**: 7.72 eV
**ΔE to the lowest compared entry with this formula, charge and spin**: 45.5 kJ/mol
**Charge**: +2

---

Entry 2:
ORCA calculation (ωB97M-V with the def2-TZVPD basis set) on a structure of composition C29H32Cl2IrN5O2SSi2.

Last column: Löwdin spin population.
Cartesian coordinates (Å):
1 Ir -0.49 -0.18 -0.15  0.152
2 C 0.33 2.86 3.17  0.002
3 Si -0.78 1.39 2.91  0.009
4 C -2.46 1.44 3.75  0.000
5 C 0.08 -0.03 3.76  0.000
6 N -1.10 1.21 1.14  0.098
7 C -1.89 2.17 0.57  0.127
8 C -2.43 3.29 1.24  -0.005
9 C -3.16 4.22 0.56  0.112
10 C -3.40 4.08 -0.83  0.037
11 C -2.91 3.01 -1.51  0.050
12 C -2.17 2.00 -0.83  0.083
13 N -1.70 0.88 -1.39  0.247
14 Si -1.93 0.65 -3.18  0.021
15 C -3.76 0.50 -3.51  0.004
16 C -1.05 2.06 -4.02  0.006
17 C -1.19 -0.92 -3.83  -0.001
18 H 0.69 2.88 4.20  0.000
19 H -0.11 3.83 2.95  0.000
20 H 1.21 2.75 2.53  0.000
21 H -2.32 1.28 4.82  0.000
22 H -3.06 0.61 3.38  0.000
23 H -3.04 2.35 3.62  0.000
24 H 0.10 0.28 4.81  0.000
25 H 1.11 -0.19 3.46  0.000
26 H -0.48 -0.96 3.72  0.000
27 H -2.25 3.45 2.29  -0.003
28 H -3.55 5.08 1.09  0.006
29 H -3.96 4.84 -1.36  0.001
30 H -3.09 2.93 -2.57  0.001
31 H -4.35 1.40 -3.38  0.001
32 H -4.18 -0.27 -2.86  0.000
33 H -3.89 0.16 -4.54  0.000
34 H -1.50 3.04 -3.87  0.001
35 H -1.01 1.88 -5.10  0.001
36 H -0.02 2.11 -3.65  0.000
37 H -1.61 -1.81 -3.38  0.000
38 H -0.10 -0.96 -3.77  0.000
39 H -1.45 -0.93 -4.89  0.000
40 N 1.79 -2.92 2.15  0.001
41 C 2.81 -2.00 1.94  0.000
42 C 4.15 -2.01 2.29  0.000
43 C 4.88 -0.88 1.97  0.000
44 C 4.28 0.22 1.34  0.000
45 C 2.95 0.22 0.99  0.000
46 C 2.21 -0.93 1.27  0.000
47 N 0.87 -1.23 1.07  0.006
48 C 0.65 -2.40 1.63  0.003
49 C -0.66 -3.01 1.77  0.002
50 C -0.95 -4.27 2.19  0.001
51 S -2.64 -4.48 2.27  0.003
52 C -2.85 -2.87 1.74  0.002
53 N -1.75 -2.22 1.51  0.033
54 H 1.85 -3.77 2.68  0.000
55 H 4.61 -2.85 2.80  0.000
56 H 5.93 -0.84 2.23  0.000
57 H 4.88 1.10 1.13  0.000
58 H 2.48 1.07 0.52  0.000
59 H -0.28 -5.07 2.45  0.000
60 H -3.84 -2.44 1.59  0.000
61 Cl 5.28 -3.00 -3.65  0.000
62 C 3.97 -2.07 -2.99  0.000
63 C 4.10 -0.67 -2.92  0.000
64 C 3.09 0.09 -2.40  0.001
65 Cl 3.25 1.81 -2.33  0.000
66 C 1.89 -0.49 -1.89  0.003
67 O 1.01 0.32 -1.38  -0.007
68 C 1.78 -1.90 -2.01  0.000
69 C 0.56 -2.57 -1.70  -0.002
70 O -0.44 -2.07 -1.16  0.007
71 C 2.83 -2.67 -2.56  -0.001
72 H 5.00 -0.20 -3.28  0.000
73 H 0.48 -3.63 -1.98  0.000
74 H 2.71 -3.75 -2.65  0.000

## Properties
**HOMO level (spin up / spin down)**: -9.896 / -10.608 eV
**Kohn-Sham gap (spin up / spin down)**: 6.64 / 6.55 eV
**ΔE to the lowest compared entry with this formula, charge and spin**: 0.0 kJ/mol
**2S+1**: 2
**Charge**: +1

---

Entry 3:
ORCA calculation (ωB97M-V with the def2-TZVPD basis set) on a cluster of 2 separate species, C29H32F6N3 in total in a non-equilibrium geometry.

Last column: natural (NBO) charge in e.
Cartesian coordinates (Å):
1 C 2.65 -5.63 -3.02  -0.403
2 N 1.39 -5.26 -2.43  -0.439
3 C 0.30 -6.21 -2.58  -0.291
4 C -0.60 -5.71 -3.67  0.968
5 F -1.63 -6.54 -3.99  -0.307
6 F -1.14 -4.50 -3.29  -0.336
7 F 0.11 -5.46 -4.82  -0.329
8 C 1.26 -4.16 -1.61  0.284
9 C 0.76 -4.29 -0.29  -0.219
10 C 0.67 -3.18 0.52  -0.102
11 C 0.88 -1.87 0.01  -0.194
12 C 0.76 -0.72 0.85  0.100
13 C 1.31 0.56 0.58  -0.181
14 C 0.82 1.72 1.27  -0.117
15 C 1.21 2.99 0.89  -0.209
16 C 2.17 3.18 -0.13  0.271
17 N 2.53 4.46 -0.54  -0.449
18 C 1.52 5.47 -0.77  -0.401
19 C 3.87 4.97 -0.23  -0.298
20 C 4.87 4.65 -1.30  0.968
21 F 5.98 5.45 -1.25  -0.312
22 F 5.31 3.35 -1.17  -0.339
23 F 4.33 4.77 -2.55  -0.324
24 C 2.75 2.04 -0.74  -0.249
25 C 2.36 0.77 -0.37  -0.105
26 C 1.21 -1.76 -1.38  -0.101
27 C 1.56 -2.87 -2.11  -0.244
28 H 3.49 -5.29 -2.39  0.214
29 H 2.68 -6.73 -3.09  0.217
30 H 2.79 -5.21 -4.03  0.208
31 H 0.73 -7.17 -2.89  0.241
32 H -0.28 -6.28 -1.66  0.231
33 H 0.53 -5.29 0.07  0.228
34 H 0.45 -3.31 1.58  0.232
35 H 0.26 -0.85 1.81  0.237
36 H 0.12 1.59 2.09  0.240
37 H 0.82 3.88 1.39  0.229
38 H 0.54 5.13 -0.43  0.214
39 H 1.81 6.39 -0.25  0.201
40 H 1.45 5.69 -1.85  0.217
41 H 3.80 6.06 -0.16  0.244
42 H 4.24 4.53 0.71  0.233
43 H 3.47 2.19 -1.53  0.253
44 H 2.86 -0.09 -0.81  0.232
45 H 1.20 -0.78 -1.86  0.240
46 H 2.00 -2.80 -3.11  0.243
47 C -2.74 -2.14 3.62  -0.664
48 C -2.68 -1.35 2.31  0.326
49 C -2.65 -2.21 1.06  -0.711
50 N -2.67 -0.08 2.40  -0.447
51 C -3.05 0.81 1.27  -0.272
52 C -3.51 2.18 1.72  -0.037
53 C -2.57 3.18 2.02  -0.165
54 C -3.00 4.42 2.49  -0.211
55 C -4.38 4.69 2.61  -0.214
56 C -5.31 3.70 2.28  -0.195
57 C -4.88 2.45 1.82  -0.207
58 H -2.43 -3.18 3.48  0.201
59 H -2.10 -1.66 4.37  0.238
60 H -3.77 -2.13 4.02  0.244
61 H -2.36 -3.23 1.32  0.220
62 H -3.64 -2.24 0.58  0.248
63 H -1.94 -1.82 0.32  0.218
64 H -2.17 0.94 0.62  0.188
65 H -3.87 0.39 0.66  0.199
66 H -1.50 2.96 1.91  0.176
67 H -2.27 5.19 2.74  0.210
68 H -4.71 5.67 2.97  0.223
69 H -6.38 3.91 2.36  0.223
70 H -5.60 1.67 1.55  0.215

## Properties
**HOMO level**: -11.072 eV
**Kohn-Sham gap**: 5.79 eV
**Charge**: +1

---

- The highest charge belongs to which entry?
  C29H32AsN3O3SZr

---

- charge of number 2 (C29H32Cl2IrN5O2SSi2)?
  +1